[1]
The following is a quantum chemistry calculation of 4 unconnected molecules or ions with the total composition C20H34BN4O7P at a distorted geometry, from OMol25.

Last columns: bonded neighbours and bond lengths (Å).
CARTESIAN COORDINATES (ANGSTROEM)
1 C 2.4811 0.5259 4.0980  C2 1.544, H19 1.092, H20 1.089, H21 1.087
2 C 1.3990 -0.0381 5.0443  C1 1.544, O3 1.441, H22 1.088, H23 1.089
3 O 0.3995 -0.7973 4.3360  C2 1.441, P4 1.609
4 P -0.6103 0.0843 3.4458  O3 1.609, O5 1.458, C6 1.810, O16 1.603
5 O -0.4371 1.5225 3.6121  P4 1.458
6 C -0.3749 -0.4557 1.7342  P4 1.810, C7 1.546, H24 1.096, H25 1.092
7 C -0.0177 -1.9513 1.5758  C6 1.546, N8 1.478, H26 1.091, H27 1.096
8 N -0.5284 -2.5216 0.3112  C7 1.478, C9 1.488, C13 1.454
9 C 0.4183 -2.2681 -0.8083  N8 1.488, B10 1.590, H28 1.104, H29 1.101
10 B 0.1715 -0.8881 -1.5585  C9 1.590, O11 1.407, O12 1.374
11 O 1.2020 0.0675 -1.4821  B10 1.407, H30 0.969
12 O -0.9722 -0.5805 -2.2555  B10 1.374, H31 0.968
13 C -0.5058 -3.9646 0.4912  N8 1.454, O14 1.153, O15 1.368
14 O -1.3413 -4.6691 0.1239  C13 1.153
15 O 0.5909 -4.5002 1.1100  C13 1.368, H32 0.968
16 O -2.1185 -0.2933 3.8365  P4 1.603, C17 1.441
17 C -2.4868 0.2153 5.1333  O16 1.441, C18 1.528, H33 1.089, H34 1.092
18 C -3.4438 1.4008 5.0229  C17 1.528, H35 1.090, H36 1.090, H37 1.091
19 H 2.3754 0.0267 3.1321  C1 1.092
20 H 2.3194 1.5842 3.9013  C1 1.089
21 H 3.4755 0.3722 4.5101  C1 1.087
22 H 1.8948 -0.6636 5.7840  C2 1.088
23 H 0.9361 0.7732 5.6049  C2 1.089
24 H 0.4780 0.1279 1.3705  C6 1.096
25 H -1.2290 -0.1359 1.1329  C6 1.092
26 H -0.4967 -2.4945 2.3919  C7 1.091
27 H 1.0664 -2.0560 1.6953  C7 1.096
28 H 1.4717 -2.3851 -0.4992  C9 1.104
29 H 0.2463 -3.0632 -1.5505  C9 1.101
30 H 0.7988 0.8563 -1.0896  O11 0.969
31 H -1.3019 0.2586 -1.9033  O12 0.968
32 H 1.3992 -4.0520 0.8224  O15 0.968
33 H -2.9934 -0.5637 5.7016  C17 1.089
34 H -1.6160 0.5611 5.6942  C17 1.092
35 H -4.2585 1.1722 4.3357  C18 1.090
36 H -2.9271 2.2938 4.6712  C18 1.090
37 H -3.8477 1.5945 6.0177  C18 1.091
38 C 0.7625 1.7071 -5.6048  C39 1.422, C42 1.371, H43 1.078
39 C 0.1857 0.5165 -5.0832  C38 1.422, C40 1.366, H44 1.076
40 C -0.0266 -0.3276 -6.1358  C39 1.366, N41 1.368, H45 1.077
41 N 0.3932 0.3008 -7.2760  C40 1.368, C42 1.370, H46 1.004
42 C 0.8788 1.5424 -6.9606  C38 1.371, N41 1.370, H47 1.077
43 H 1.0584 2.5819 -5.0491  C38 1.078
44 H -0.0446 0.2993 -4.0551  C39 1.076
45 H -0.4382 -1.3223 -6.1711  C40 1.077
46 H 0.3536 -0.0885 -8.2002  N41 1.004
47 H 1.2640 2.1967 -7.7243  C42 1.077
48 C -2.7087 6.2107 2.3113  C49 1.422, C52 1.368, H53 1.078
49 C -1.6521 5.6038 3.0451  C48 1.422, C50 1.370, H54 1.078
50 C -1.4657 4.3471 2.5332  C49 1.370, N51 1.369, H55 1.077
51 N -2.3715 4.1708 1.5225  C50 1.369, C52 1.371, H56 1.003
52 C -3.1297 5.3033 1.3778  C48 1.368, N51 1.371, H57 1.077
53 H -3.1118 7.1999 2.4536  C48 1.078
54 H -1.0933 6.0412 3.8560  C49 1.078
55 H -0.7744 3.5656 2.7991  C50 1.077
56 H -2.4661 3.3381 0.9719  N51 1.003
57 H -3.8999 5.3628 0.6273  C52 1.077
58 C 2.6997 -3.5843 -5.6446  C59 1.422, C62 1.369, H63 1.077
59 C 2.6873 -4.5506 -4.6012  C58 1.422, C60 1.369, H64 1.077
60 C 2.6469 -3.8689 -3.4149  C59 1.369, N61 1.371, H65 1.077
61 N 2.6375 -2.5281 -3.7010  C60 1.371, C62 1.367, H66 1.005
62 C 2.6644 -2.3489 -5.0562  C58 1.369, N61 1.367, H67 1.077
63 H 2.7294 -3.7763 -6.7044  C58 1.077
64 H 2.7061 -5.6223 -4.7107  C59 1.077
65 H 2.6256 -4.2193 -2.3963  C60 1.077
66 H 2.6155 -1.7873 -3.0220  N61 1.005
67 H 2.6572 -1.3588 -5.4802  C62 1.077

- SMILES string = CCOP(=O)(CCN(CB(O)O)C(=O)O)OCC.c1cc[nH]c1.c1cc[nH]c1.c1cc[nH]c1
- net charge = 0
- HOMO energy (eV) = -8.11
- E_LUMO (eV) = -0.3

---

[2]
The following is a quantum chemistry calculation of 2 unconnected molecules or ions with the total composition C18H33FO8S at a distorted geometry, from OMol25.

Last columns: bonded neighbours and bond lengths (Å).
CARTESIAN COORDINATES (ANGSTROEM)
1 C -2.6034 1.6586 5.6371  C2 1.649, H22 1.193, H23 1.189, H24 1.176
2 C -3.5866 1.5469 4.3180  C1 1.649, O3 1.484, H25 1.185, H26 1.175
3 O -3.0629 2.5089 3.3167  C2 1.484, C4 1.471
4 C -2.9849 1.9046 1.9779  O3 1.471, C5 1.639, H27 1.175, H28 1.194
5 C -2.0925 2.7405 0.8860  C4 1.639, C6 1.639, H29 1.193, H30 1.174
6 C -0.7551 3.4706 1.4908  C5 1.639, C7 1.672, H31 1.173, H32 1.193
7 C 0.5069 2.4114 1.7774  C6 1.672, C8 1.639, H33 1.169, H34 1.193
8 C 1.0003 1.6091 0.4366  C7 1.639, C9 1.637, H35 1.194, H36 1.170
9 C 1.3123 0.0155 0.6453  C8 1.637, O10 1.501, C15 1.673, H37 1.183
10 O 1.4161 -0.4598 2.0652  C9 1.501, S11 1.739
11 S -0.1355 -1.1308 2.4751  O10 1.739, O12 1.576, O13 1.565, O14 1.708
12 O -0.8716 -0.4542 3.6934  S11 1.576
13 O 0.0895 -2.5743 3.0374  S11 1.565
14 O -0.8973 -0.9511 0.9573  S11 1.708, C15 1.470
15 C 0.2312 -1.1024 0.0282  C9 1.673, O14 1.470, C16 1.639, C18 1.633
16 C 0.0830 -0.6743 -1.5465  C15 1.639, C17 1.639, H38 1.194, H39 1.194
17 C -1.3544 -0.0015 -1.9560  C16 1.639, H40 1.170, H41 1.186, H42 1.193
18 C 1.0743 -2.4977 -0.0579  C15 1.633, C19 1.631, H43 1.194, H44 1.184
19 C 0.2490 -3.8168 -0.5457  C18 1.631, C20 1.633, C21 1.659, H45 1.194
20 C -1.3629 -3.6347 -0.7363  C19 1.633, H46 1.184, H47 1.172, H48 1.194
21 C 0.8220 -4.4931 -1.9480  C19 1.659, H49 1.192, H50 1.184, H51 1.171
22 H -1.6789 2.3631 5.3687  C1 1.193
23 H -2.1201 0.5918 5.8419  C1 1.189
24 H -3.1505 2.0615 6.5966  C1 1.176
25 H -3.5350 0.4193 3.9579  C2 1.185
26 H -4.7190 1.7643 4.5427  C2 1.175
27 H -2.4838 0.8484 2.0965  C4 1.175
28 H -4.0701 1.7236 1.5144  C4 1.194
29 H -2.7968 3.6095 0.4720  C5 1.193
30 H -1.8929 2.0217 -0.0199  C5 1.174
31 H -0.4154 4.3769 0.8275  C6 1.173
32 H -1.0074 3.9322 2.5613  C6 1.193
33 H 0.1467 1.7375 2.6628  C7 1.169
34 H 1.4054 3.0797 2.1882  C7 1.193
35 H 2.0354 2.1096 0.1142  C8 1.194
36 H 0.2451 1.8674 -0.4190  C8 1.170
37 H 2.4401 -0.0838 0.3016  C9 1.183
38 H 0.2204 -1.6196 -2.2626  C16 1.194
39 H 0.9224 0.0928 -1.9099  C16 1.194
40 H -2.1706 -0.0142 -1.1180  C17 1.170
41 H -1.7924 -0.6067 -2.8769  C17 1.186
42 H -1.1902 1.1431 -2.2490  C17 1.193
43 H 1.9354 -2.3198 -0.8659  C18 1.194
44 H 1.6492 -2.7969 0.9334  C18 1.184
45 H 0.3976 -4.6586 0.2875  C19 1.194
46 H -1.5760 -3.0256 -1.7288  C20 1.184
47 H -1.9391 -3.2310 0.2013  C20 1.172
48 H -1.8064 -4.7234 -0.9428  C20 1.194
49 H 1.0747 -5.6391 -1.7417  C21 1.192
50 H -0.0644 -4.5014 -2.7335  C21 1.184
51 H 1.7172 -3.8959 -2.4095  C21 1.171
52 O 2.7921 2.6286 -2.8295  C53 1.220
53 C 3.2319 1.7636 -3.5685  O52 1.220, O54 1.368, O58 1.363
54 O 4.3368 1.9196 -4.3599  C53 1.368, C55 1.413
55 C 4.5862 0.6598 -4.9504  O54 1.413, C56 1.491, H59 1.095, H60 1.093
56 C 3.2489 0.0042 -4.8905  C55 1.491, F57 1.352, O58 1.410, H61 1.095
57 F 3.3740 -1.3341 -4.7457  C56 1.352
58 O 2.6782 0.5269 -3.7123  C53 1.363, C56 1.410
59 H 5.3449 0.1288 -4.3658  C55 1.095
60 H 4.9487 0.7723 -5.9757  C55 1.093
61 H 2.6006 0.2281 -5.7443  C56 1.095

- SMILES string = CCOCCCCC[C@H]1OS(=O)(=O)O[C@]1(CC)CC(C)C.O=C1OC[C@@H](F)O1
- net charge = 0
- HOMO energy (eV) = -9.26
- E_LUMO (eV) = 0.1

---

[3]
The following is a quantum chemistry calculation of 2 unconnected molecules or ions with the total composition C5H15N2, from OMol25.

Last columns: bonded neighbours and bond lengths (Å).
CARTESIAN COORDINATES (ANGSTROEM)
1 C 2.8286 0.5165 -1.1533  N2 1.464, H5 1.086, H6 1.087, H7 1.086
2 N 1.9246 0.3582 -0.0123  C1 1.464, C3 1.300, H8 1.015
3 C 2.3203 0.3573 1.2256  N2 1.300, N4 1.315, H9 1.083
4 N 1.5394 0.2315 2.2760  C3 1.315, H10 1.010, H11 1.007
5 H 2.6081 1.4398 -1.6812  C1 1.086
6 H 2.7044 -0.3253 -1.8296  C1 1.087
7 H 3.8532 0.5436 -0.7950  C1 1.086
8 H 0.9388 0.2185 -0.2079  N2 1.015
9 H 3.3825 0.4569 1.4113  C3 1.083
10 H 0.5347 0.1577 2.1979  N4 1.010
11 H 1.9319 0.2871 3.2016  N4 1.007
12 C -2.4955 -1.0894 -1.4586  C13 1.520, H15 1.089, H16 1.086, H17 1.093
13 C -2.8086 -0.3272 -0.1814  C12 1.520, C14 1.524, H18 1.091, H19 1.088
14 C -1.5536 0.2824 0.4306  C13 1.524, H20 1.090, H21 1.098, H22 1.096
15 H -2.0129 -0.4487 -2.1958  C12 1.089
16 H -3.3929 -1.5141 -1.8996  C12 1.086
17 H -1.8133 -1.9171 -1.2491  C12 1.093
18 H -3.2698 -1.0016 0.5421  C13 1.091
19 H -3.5346 0.4637 -0.3602  C13 1.088
20 H -1.7417 0.8247 1.3571  C14 1.090
21 H -0.8303 -0.5131 0.6544  C14 1.098
22 H -1.1131 0.9985 -0.2726  C14 1.096

- net charge = +1
- HOMO energy (eV) = -14.71
- E_LUMO (eV) = -3.4
- energy above the lowest of the compared OMol25 structures with the same formula, charge and spin (kcal per mole) = 4.2